1.
DFT (ωB97M-V with the def2-TZVPD basis set) results for a molecular structure, C24H46Cl3N2O4SiTi in a non-equilibrium geometry.

Output
Calculated total energy: -3872.16247 a.u.
Gap between HOMO and LUMO (alpha / beta): 6.950 / 8.301 eV
2S+1: 2
Expectation value of S²: 0.75
Relative energy (zero: lowest compared OMol25 entry of this formula, charge and spin): 4.52 kcal per mole

CARTESIAN COORDINATES (ANGSTROEM)
C -2.34 -2.33 -4.81
C -1.78 -2.51 -3.42
H -2.79 -3.27 -5.06
H -1.58 -2.15 -5.58
H -3.16 -1.61 -4.95
C -0.59 -3.15 -3.33
C -0.02 -4.05 -4.37
H 0.12 -2.83 -2.56
H 0.69 -3.47 -5.00
H -0.68 -4.62 -5.06
H 0.54 -4.86 -3.88
Ti 1.19 2.02 0.97
Cl -1.15 1.76 1.22
Cl 1.45 3.70 -0.45
H 2.60 6.00 4.40
H 0.32 6.59 4.61
C 2.45 5.14 3.77
C 0.05 6.07 3.68
N 1.05 5.02 3.38
H 2.71 4.21 4.31
C 0.67 3.86 2.86
O 1.56 2.98 2.56
H -0.93 5.58 3.81
H -0.39 3.65 2.60
H 3.11 5.19 2.90
H -0.05 6.80 2.85
H 2.95 -0.11 -2.14
H 2.70 -3.05 -1.16
C 3.62 -0.22 -1.29
C 3.36 -2.57 -0.40
N 3.04 -1.13 -0.25
H 3.83 0.77 -0.84
C 2.66 -0.61 0.94
O 2.69 0.66 1.22
H 3.23 -3.16 0.52
H 2.26 -1.26 1.72
H 4.55 -0.65 -1.67
H 4.38 -2.66 -0.78
O -1.26 -0.43 -2.85
C -2.11 -1.50 -2.29
C -0.39 -1.96 -0.47
C -1.72 -1.87 -0.85
H 0.35 -1.56 -1.16
C 0.02 -2.64 0.69
H -3.14 -1.09 -2.27
C -2.67 -2.31 0.10
H 1.09 -2.76 0.86
C -0.92 -3.29 1.49
C -2.27 -3.01 1.26
H -3.73 -2.19 -0.11
H -0.62 -3.99 2.29
H -3.03 -3.48 1.91
Si -1.47 1.04 -3.46
Cl 0.90 0.69 -0.66
C 0.13 1.76 -4.22
C -1.85 2.68 -2.50
C -2.94 0.67 -4.46
H 0.94 1.03 -4.28
H 0.54 2.65 -3.72
H -0.19 2.09 -5.22
H -2.55 -0.01 -5.23
H -3.24 1.60 -4.94
H -3.72 0.14 -3.90
H -2.52 3.15 -3.25
H -1.03 3.41 -2.42
H -2.39 2.66 -1.55
C 1.97 -0.22 4.21
C 0.86 -1.21 4.02
O -0.04 -0.75 2.99
C -1.34 -0.31 3.41
C -2.15 -1.29 4.21
H 2.52 -0.03 3.29
H 2.69 -0.60 4.93
H 1.60 0.75 4.57
H 1.25 -2.17 3.66
H 0.30 -1.37 4.96
H -1.22 0.66 3.92
H -1.85 -0.10 2.47
H -1.67 -1.55 5.15
H -3.11 -0.84 4.43
H -2.33 -2.21 3.64

---

2.
DFT (ωB97M-V with the def2-TZVPD basis set) results for 6 unconnected molecules or ions with the total composition C24H46ClNO16 in a non-equilibrium geometry.

Output
Calculated total energy: -2660.93799 a.u.
Gap between HOMO and LUMO: 10.722 eV
SMILES: O=C1CC[C@@H](Cl)N1.CCOC(=O)OC.CCOC(=O)OC.CCOC(=O)OC.CCOC(=O)OC.CCOC(=O)OC
Relative energy (zero: lowest compared OMol25 entry of this formula, charge and spin): 0.00 kcal per mole

CARTESIAN COORDINATES (ANGSTROEM)
O -9.04 0.61 7.16
C -7.85 0.52 6.93
C -6.68 1.03 7.75
C -5.92 1.67 6.60
C -5.96 0.56 5.56
Cl -4.68 -0.70 5.89
N -7.29 -0.02 5.69
H -6.18 0.15 8.13
H -6.92 1.70 8.56
H -4.96 2.11 6.81
H -6.61 2.40 6.19
H -5.73 0.87 4.55
H -7.21 -1.01 5.85
C -5.68 0.52 -1.74
C -6.01 -0.82 -1.11
O -4.91 -1.34 -0.35
C -4.73 -0.79 0.85
O -5.41 0.06 1.35
O -3.67 -1.37 1.41
C -3.34 -0.84 2.70
H -4.77 0.45 -2.33
H -6.50 0.85 -2.38
H -5.53 1.28 -0.97
H -6.19 -1.56 -1.89
H -6.90 -0.76 -0.48
H -4.20 -0.87 3.36
H -2.98 0.18 2.60
H -2.55 -1.47 3.10
C 1.23 -1.25 -3.42
C 0.96 -2.68 -3.81
O 0.30 -3.42 -2.77
C -1.00 -3.19 -2.65
O -1.67 -2.48 -3.35
O -1.46 -3.92 -1.63
C -2.85 -3.74 -1.36
H 1.78 -1.21 -2.48
H 1.81 -0.75 -4.19
H 0.30 -0.70 -3.27
H 1.90 -3.21 -3.98
H 0.37 -2.74 -4.73
H -3.45 -3.92 -2.25
H -3.04 -2.74 -0.98
H -3.11 -4.47 -0.60
C 6.04 -0.71 -7.49
C 5.49 0.69 -7.37
O 4.38 0.91 -8.26
C 3.22 0.40 -7.87
O 3.01 -0.19 -6.83
O 2.31 0.66 -8.80
C 1.01 0.13 -8.53
H 6.31 -0.93 -8.53
H 6.94 -0.82 -6.88
H 5.31 -1.46 -7.17
H 6.24 1.42 -7.67
H 5.19 0.92 -6.35
H 0.66 0.45 -7.55
H 1.03 -0.96 -8.57
H 0.36 0.52 -9.30
C 11.65 3.30 -9.07
C 10.63 3.14 -7.96
O 10.07 1.81 -7.94
C 10.84 0.88 -7.39
O 11.92 1.05 -6.90
O 10.20 -0.28 -7.47
C 10.93 -1.40 -6.96
H 11.21 3.03 -10.03
H 11.98 4.34 -9.12
H 12.51 2.67 -8.90
H 9.78 3.80 -8.13
H 11.05 3.37 -6.99
H 11.28 -1.21 -5.95
H 11.78 -1.62 -7.61
H 10.25 -2.24 -6.97
C -2.78 2.21 14.18
C -4.13 2.42 13.53
O -4.12 2.04 12.14
C -4.19 0.74 11.91
O -4.29 -0.13 12.73
O -4.15 0.56 10.59
C -4.18 -0.81 10.18
H -2.01 2.74 13.62
H -2.79 2.59 15.20
H -2.52 1.15 14.21
H -4.39 3.47 13.53
H -4.92 1.87 14.05
H -5.03 -1.33 10.61
H -3.26 -1.32 10.47
H -4.27 -0.81 9.10

---

3.
DFT (ωB97M-V with the def2-TZVPD basis set) results for 3 unconnected molecules or ions with the total composition C24H46N3O6S in a non-equilibrium geometry.

Output
Charge: -1
Calculated total energy: -1955.87209 a.u.
Gap between HOMO and LUMO (alpha / beta): 7.149 / 6.997 eV
2S+1: 3
Expectation value of S²: 2.01

CARTESIAN COORDINATES (ANGSTROEM)
C -4.55 -1.37 -2.62
C -3.30 -1.55 -2.18
C -2.80 -0.78 -0.99
C -1.78 -1.47 -0.06
N -0.40 -1.29 -0.47
C -2.02 -0.83 1.39
O -1.04 -0.42 2.01
O -3.22 -0.80 1.75
S -2.05 -3.25 0.13
C -3.63 -3.51 0.86
O -1.94 -3.95 -1.13
O -1.08 -3.71 1.11
H -4.82 -1.49 -3.66
H -5.29 -1.05 -1.90
H -2.65 -2.24 -2.71
H -3.66 -0.44 -0.41
H -2.30 0.10 -1.39
H 0.01 -2.15 -0.81
H -0.33 -0.57 -1.17
H -4.45 -3.21 0.21
H -3.63 -4.59 1.05
H -3.64 -3.00 1.81
C -2.86 4.69 4.92
C -1.41 4.67 5.43
C -0.47 5.15 4.32
C -0.28 4.12 3.21
C 0.17 2.78 3.79
C -0.76 2.26 4.89
N -1.03 3.32 5.92
O -0.02 3.42 6.73
C -2.06 1.75 4.25
C -0.14 1.03 5.54
C -1.38 5.67 6.58
H -3.52 4.17 5.62
H -3.21 5.72 4.83
H -2.99 4.24 3.94
H 0.51 5.39 4.75
H -0.86 6.08 3.90
H -1.20 3.99 2.64
H 0.47 4.48 2.50
H 0.23 2.02 3.00
H 1.18 2.89 4.20
H -2.82 1.53 5.01
H -1.86 0.82 3.71
H -2.49 2.42 3.51
H 0.85 1.23 5.95
H -0.04 0.25 4.78
H -0.77 0.65 6.34
H -2.03 5.34 7.40
H -1.75 6.64 6.23
H -0.38 5.82 6.97
C 3.44 -4.08 -5.27
C 2.31 -3.07 -4.98
C 2.21 -2.06 -6.12
C 3.36 -1.05 -6.13
C 3.47 -0.35 -4.77
C 3.59 -1.33 -3.60
N 2.53 -2.39 -3.67
O 1.41 -1.90 -3.24
C 5.00 -1.96 -3.59
C 3.48 -0.58 -2.28
C 1.04 -3.91 -4.92
H 3.66 -4.68 -4.39
H 3.13 -4.76 -6.06
H 4.36 -3.63 -5.61
H 1.27 -1.52 -6.04
H 2.19 -2.60 -7.07
H 4.30 -1.53 -6.39
H 3.18 -0.30 -6.90
H 4.33 0.32 -4.76
H 2.58 0.27 -4.62
H 5.04 -2.79 -2.88
H 5.73 -1.22 -3.28
H 5.33 -2.32 -4.56
H 2.56 -0.01 -2.20
H 4.31 0.13 -2.21
H 3.54 -1.26 -1.43
H 1.07 -4.61 -4.09
H 0.93 -4.47 -5.84
H 0.15 -3.29 -4.80

---

4.
DFT (ωB97M-V with the def2-TZVPD basis set) results for a molecular structure, C24H47AuN4O2Si5Te.

Output
Calculated total energy: -3163.40524 a.u.
Gap between HOMO and LUMO: 6.229 eV
Relative energy (zero: lowest compared OMol25 entry of this formula, charge and spin): 8.56 kcal per mole

CARTESIAN COORDINATES (ANGSTROEM)
Au -0.36 0.19 0.23
O 1.04 -0.68 1.40
N 1.54 -1.89 1.27
N 1.50 -2.36 0.10
O 1.02 -1.78 -0.93
C 2.03 -3.70 -0.04
C 3.01 -4.17 0.82
C 3.47 -5.46 0.66
C 2.98 -6.27 -0.36
C 2.01 -5.77 -1.22
C 1.54 -4.48 -1.07
H 3.38 -3.53 1.61
H 4.24 -5.84 1.33
H 3.35 -7.27 -0.48
H 1.63 -6.39 -2.02
H 0.79 -4.06 -1.73
C 2.89 2.10 0.67
C 1.69 2.83 0.16
C 1.65 4.19 -0.09
C 0.46 4.76 -0.55
C -0.66 4.00 -0.78
C -0.56 2.62 -0.54
N 0.59 2.10 -0.08
N -1.47 1.63 -0.67
Si -2.99 1.58 -1.52
C -2.96 -0.02 -2.46
C -4.38 1.68 -0.28
C -3.14 3.00 -2.74
H 3.71 2.79 0.86
H 3.21 1.35 -0.05
H 2.64 1.57 1.59
H 2.53 4.79 0.09
H 0.42 5.83 -0.73
H -1.58 4.44 -1.12
H -3.16 -0.86 -1.80
H -1.97 -0.17 -2.88
H -3.69 -0.04 -3.28
H -4.36 0.82 0.39
H -5.37 1.72 -0.75
H -4.26 2.58 0.33
H -2.22 3.16 -3.30
H -3.42 3.94 -2.26
H -3.93 2.75 -3.45
C -2.05 -5.15 -1.51
Si -2.98 -5.11 0.12
C -1.79 -5.38 1.55
C -4.20 -6.54 0.15
Si -4.00 -2.98 0.27
Te -1.98 -1.65 1.11
Si -5.33 -2.72 -1.67
C -6.30 -1.12 -1.77
C -4.38 -3.03 -3.27
C -6.62 -4.08 -1.55
Si -5.28 -2.70 2.23
C -6.08 -1.00 2.27
C -4.21 -2.90 3.76
C -6.62 -4.01 2.30
H -1.35 -5.98 -1.53
H -1.50 -4.22 -1.67
H -2.74 -5.27 -2.34
H -1.28 -6.34 1.41
H -2.31 -5.40 2.50
H -1.03 -4.60 1.60
H -3.64 -7.47 0.11
H -4.88 -6.53 -0.71
H -4.81 -6.56 1.06
H -5.68 -0.23 -1.86
H -6.93 -0.99 -0.89
H -6.96 -1.17 -2.64
H -3.37 -2.62 -3.27
H -4.92 -2.59 -4.10
H -4.30 -4.11 -3.45
H -7.28 -3.94 -0.68
H -6.19 -5.07 -1.49
H -7.25 -4.03 -2.44
H -5.33 -0.21 2.39
H -6.77 -0.94 3.12
H -6.65 -0.80 1.36
H -3.37 -2.21 3.77
H -3.80 -3.92 3.83
H -4.81 -2.72 4.65
H -7.35 -3.90 1.50
H -7.15 -3.94 3.25
H -6.21 -5.02 2.23

---

5.
DFT (ωB97M-V with the def2-TZVPD basis set) results for 5 unconnected molecules or ions with the total composition C24H47Cl12F3O3P in a non-equilibrium geometry.

Output
Charge: -1
Calculated total energy: -7331.57553 a.u.
Gap between HOMO and LUMO: 6.697 eV

CARTESIAN COORDINATES (ANGSTROEM)
C -3.55 -6.76 -2.63
C -3.54 -5.61 -1.60
C -2.43 -5.81 -0.54
C -1.75 -4.50 -0.07
C -1.95 -4.12 1.42
C -0.67 -3.51 2.04
C -0.85 -2.05 2.52
C 0.05 -1.74 3.74
C -0.21 -0.32 4.29
C 0.97 0.66 4.05
C 0.57 1.92 3.28
C 0.11 1.65 1.83
C 1.27 1.06 0.98
P 1.16 1.42 -0.91
C 2.72 2.53 -0.73
O 3.31 2.96 -1.97
C 4.40 3.82 -1.77
C 4.01 5.29 -1.86
O 1.00 1.81 -2.61
C 0.49 3.06 -2.91
C -1.03 3.14 -3.02
C -1.59 2.31 -4.16
O -1.34 4.54 -3.33
C -0.35 0.12 -1.04
F -0.68 -0.23 -2.32
F -1.53 0.53 -0.48
F -0.06 -1.08 -0.45
H -4.54 -6.91 -3.06
H -3.28 -7.70 -2.13
H -2.83 -6.55 -3.42
H -3.37 -4.68 -2.13
H -4.52 -5.55 -1.12
H -1.67 -6.44 -1.01
H -2.81 -6.38 0.31
H -2.11 -3.69 -0.71
H -0.68 -4.59 -0.27
H -2.76 -3.40 1.53
H -2.20 -5.03 1.96
H -0.36 -4.10 2.90
H 0.15 -3.51 1.33
H -1.89 -1.84 2.76
H -0.53 -1.38 1.73
H -0.15 -2.49 4.51
H 1.08 -1.85 3.40
H -0.41 -0.40 5.36
H -1.10 0.10 3.82
H 1.80 0.15 3.56
H 1.34 0.98 5.03
H -0.21 2.44 3.84
H 1.45 2.58 3.23
H -0.71 0.94 1.88
H -0.22 2.61 1.43
H 1.31 -0.01 1.18
H 2.19 1.48 1.40
H 0.24 2.50 -0.61
H 2.01 0.31 -1.24
H 2.54 3.40 -0.07
H 3.47 1.90 -0.23
H 5.16 3.61 -2.52
H 4.88 3.65 -0.80
H 3.48 5.65 -0.98
H 3.43 5.51 -2.76
H 4.93 5.89 -1.92
H 0.85 3.86 -2.24
H 0.87 3.34 -3.90
H -1.53 2.91 -2.07
H -0.83 2.17 -4.93
H -2.43 2.83 -4.62
H -1.93 1.34 -3.82
H -1.49 4.99 -2.50
C 2.54 -4.94 5.08
Cl 1.20 -4.83 6.24
Cl 1.93 -5.17 3.45
Cl 3.56 -3.51 5.17
H 3.14 -5.80 5.35
C 0.97 4.70 -6.53
Cl 0.90 5.83 -7.89
Cl 0.52 3.08 -7.05
Cl 2.57 4.71 -5.80
H 0.25 5.02 -5.79
C -5.93 -6.52 1.91
Cl -5.43 -4.86 1.60
Cl -6.56 -7.29 0.45
Cl -4.61 -7.47 2.59
H -6.73 -6.50 2.64
C 3.22 8.81 0.97
Cl 4.54 9.27 2.06
Cl 3.63 9.19 -0.70
Cl 2.81 7.11 1.15
H 2.35 9.40 1.24